1.
Below is a structure of composition C47H38ClIrN2O5SbSe4, with properties calculated with ωB97M-V/def2-TZVPD.

Cartesian coordinates (Å):
C (4.69, -2.09, 0.55)
C (-2.54, 2.34, 0.02)
C (-3.78, 1.74, 0.23)
C (2.30, -1.25, 5.01)
H (4.06, 0.46, -5.04)
C (-1.74, 1.84, -2.33)
H (1.90, 5.19, 0.09)
C (-2.97, 2.25, -2.83)
C (1.85, -0.57, 2.76)
C (1.31, -1.44, -4.52)
C (-3.17, 2.40, -4.20)
Sb (-0.96, 1.87, 4.15)
C (-0.09, -4.01, 5.72)
C (1.52, 3.50, -1.18)
C (-3.91, -4.72, 0.56)
C (-0.42, -3.25, 3.45)
H (3.32, 4.18, -0.21)
N (0.94, -1.49, 2.59)
H (6.51, -1.36, 1.42)
C (-3.02, -3.51, -1.76)
C (-0.71, 1.61, -3.24)
O (-1.68, 0.20, -0.63)
Se (-0.54, 0.65, 6.19)
C (1.30, -2.24, 4.87)
H (3.82, 1.60, -0.10)
H (-3.05, 5.12, 1.90)
Cl (-6.05, -5.86, -0.64)
H (-3.94, 0.75, -0.19)
C (2.57, -0.42, 3.97)
H (2.04, 3.64, 0.91)
H (-2.67, -2.99, -2.64)
Ir (-0.20, -1.88, 0.92)
C (1.12, -1.19, -3.16)
N (-1.01, -3.22, 2.17)
H (-0.08, 1.57, -5.28)
C (3.04, 0.24, -3.16)
C (5.58, -1.10, 0.93)
Se (-3.63, -1.21, 2.61)
C (-3.27, 4.18, 1.41)
C (-1.50, 1.55, -0.83)
O (2.02, 2.21, -1.43)
H (2.51, -1.04, -6.26)
C (4.05, 0.56, 0.07)
H (-3.78, 2.46, -2.15)
H (-4.27, -5.18, 1.47)
C (0.92, -3.11, 5.91)
H (4.92, -3.14, 0.73)
H (1.41, -3.03, 6.87)
Se (1.14, 2.75, 3.30)
C (2.25, 4.16, -0.02)
C (-2.09, -3.87, 1.90)
C (1.99, -0.34, -2.47)
C (-4.75, 2.34, 1.00)
C (-2.30, 3.57, 0.63)
C (1.76, -0.15, -0.95)
H (1.11, 3.75, -3.26)
C (3.23, 0.00, -4.52)
H (2.67, 4.46, -2.73)
H (-4.14, 2.72, -4.56)
H (5.94, 1.01, 0.99)
C (0.63, -2.32, 3.64)
O (-1.20, -2.59, -0.67)
H (-0.40, -4.67, 6.52)
H (-5.69, 1.83, 1.17)
C (-0.08, 2.00, -0.35)
C (1.34, 1.32, -0.55)
H (2.04, 0.09, 1.94)
C (2.36, -0.85, -5.20)
Se (-1.74, -0.27, 1.76)
C (-2.14, 2.16, -5.09)
C (1.62, 4.30, -2.47)
H (-1.34, 4.06, 0.51)
O (0.16, 3.32, -0.88)
H (-0.17, 2.07, 0.74)
H (0.26, 1.32, -2.88)
C (-4.15, -4.27, -1.78)
H (3.73, 0.89, -2.64)
C (5.26, 0.22, 0.69)
H (0.62, -2.09, -5.04)
H (-2.30, 2.28, -6.16)
C (-0.90, 1.76, -4.60)
H (-2.55, -4.47, 2.68)
C (-4.50, 3.57, 1.60)
H (2.79, -1.13, 5.97)
H (3.27, 0.39, 4.04)
H (1.14, 5.27, -2.33)
C (-2.26, -3.31, -0.57)
H (1.77, 1.45, 0.46)
H (-5.25, 4.04, 2.23)
C (3.15, -0.43, -0.30)
C (-4.60, -4.88, -0.60)
H (2.78, -2.53, -0.35)
C (3.49, -1.76, -0.06)
H (-1.56, -4.81, 4.37)
H (-4.72, -4.38, -2.70)
O (0.87, -1.11, -0.57)
C (-2.74, -3.94, 0.61)
C (-0.77, -4.09, 4.49)
H (0.29, -1.62, -2.62)

Summary:
Spin multiplicity = 2
HOMO level (spin up / spin down) = -1.443 / -1.949 eV
<S²> = 0.7641
Net charge = -2
Total energy = -345861.1597 eV
Lowest unoccupied orbital energy (spin up / spin down) = 3.6 / 3.6 eV


2.
Below is a cluster of 5 separate species, C47H38F4O2 in total, with properties calculated with ωB97M-V/def2-TZVPD.

Cartesian coordinates (Å):
H (1.81, -2.00, -1.02)
C (0.80, -1.64, -0.84)
C (-0.90, 4.66, 5.39)
H (0.10, -3.35, -1.91)
C (-1.11, 5.13, 4.10)
C (-1.81, 2.90, -0.97)
C (0.35, 4.11, -1.37)
C (0.04, 1.89, -2.27)
H (6.26, 1.12, 3.48)
C (4.70, 2.07, 4.64)
F (-4.65, -0.90, -4.58)
C (-0.11, -2.28, -1.89)
C (-0.86, 0.71, -2.46)
C (-4.73, 0.85, -6.16)
H (-0.05, 4.95, -0.82)
C (2.94, 0.55, 3.12)
C (0.09, -3.60, 2.34)
C (3.06, -7.71, -1.85)
C (2.37, -6.51, -1.89)
C (-4.56, 2.19, -6.44)
C (-4.48, 0.41, -4.87)
C (-4.07, 1.26, -3.87)
H (-3.99, 4.12, -5.69)
C (4.39, -5.35, -1.21)
H (-0.99, 2.94, 6.70)
F (2.39, -4.18, -1.61)
H (0.10, 0.08, 1.16)
C (-4.13, 3.07, -5.46)
H (-3.54, 2.22, 0.97)
H (-1.74, 4.64, 2.11)
C (5.20, 1.22, 3.67)
F (4.78, -0.36, 1.97)
C (-2.99, -1.02, 0.13)
H (6.10, -6.58, -0.89)
H (-4.75, 2.56, -7.45)
H (-2.14, -2.21, -2.59)
H (-5.06, 0.14, -6.91)
C (-3.89, 2.61, -4.17)
H (1.68, 1.07, -3.38)
C (-1.57, 4.27, 3.11)
H (2.27, -0.04, 2.51)
C (5.06, -6.56, -1.18)
H (-2.16, 2.25, 2.65)
C (3.33, 2.17, 4.85)
H (-0.51, -2.82, 4.25)
H (4.88, -4.41, -0.97)
C (-1.76, 0.42, -1.31)
H (-0.54, 5.33, 6.16)
H (-3.28, -2.01, 0.46)
H (5.39, 2.67, 5.23)
H (0.87, -0.55, -0.96)
H (1.39, 1.48, 4.26)
H (-4.17, -0.08, 1.66)
C (-2.26, 1.53, -0.60)
C (-3.50, 0.07, 0.82)
H (0.16, -1.92, -2.88)
C (-0.24, -2.58, 3.23)
H (3.11, 3.07, -3.03)
C (-0.44, 2.98, -1.55)
H (-3.56, 3.29, -3.40)
F (-1.84, 1.20, 4.99)
C (4.40, -7.74, -1.49)
C (0.45, -1.97, 0.58)
C (-3.14, 1.36, 0.46)
C (-0.23, -1.26, 2.80)
C (-1.60, 2.50, 4.70)
C (-2.12, -0.88, -0.95)
C (0.44, -3.29, 1.03)
H (2.55, -8.63, -2.10)
C (-1.63, -2.13, -1.64)
C (-1.15, 3.33, 5.70)
C (2.11, 3.04, -2.61)
H (-3.89, 0.88, -2.88)
C (1.32, 1.92, -2.81)
H (2.95, 2.84, 5.61)
C (3.05, -5.35, -1.57)
H (0.71, -4.08, 0.34)
O (-2.50, 3.88, -0.79)
O (-0.87, 0.08, -3.49)
H (-1.96, -2.97, -1.02)
C (2.46, 1.41, 4.10)
C (4.30, 0.47, 2.92)
H (1.33, -6.46, -2.16)
H (-0.48, -0.46, 3.47)
H (0.08, -4.62, 2.68)
H (2.26, 5.00, -1.75)
C (1.63, 4.13, -1.89)
H (-0.92, 6.17, 3.86)
H (4.93, -8.68, -1.46)
C (-1.81, 2.94, 3.41)
C (0.11, -0.96, 1.48)

Summary:
Spin multiplicity = 1
HOMO level = -8.884 eV
Structure (SMILES) = O=C1c2ccccc2C(=O)c2c(CCCc3ccccc3)cccc21.Fc1ccccc1.Fc1ccccc1.Fc1ccccc1.Fc1ccccc1
Total energy = -64321.3592 eV
Lowest unoccupied orbital energy = -0.7 eV


3.
Below is a structure of composition C47H39As2BrN9O9Ti, with properties calculated with ωB97M-V/def2-TZVPD.

Cartesian coordinates (Å):
C (14.94, 16.65, 7.88)
H (14.86, 16.83, 5.76)
C (12.00, 19.79, 9.72)
C (14.67, 13.87, 10.83)
H (9.87, 22.60, 12.25)
H (10.61, 17.54, 11.55)
C (15.57, 18.14, 15.01)
H (11.15, 16.32, 10.42)
C (15.70, 18.51, 9.00)
C (16.06, 21.20, 11.72)
H (9.86, 19.48, 14.44)
H (15.03, 10.53, 10.26)
N (16.29, 15.60, 11.29)
H (13.33, 22.52, 8.33)
C (15.83, 19.31, 10.28)
C (14.12, 16.52, 15.51)
C (13.12, 21.71, 7.55)
H (19.57, 15.51, 11.79)
H (13.66, 15.95, 16.26)
H (16.12, 21.33, 9.57)
C (9.63, 22.78, 5.80)
O (13.18, 20.04, 12.83)
H (14.24, 25.01, 13.62)
O (7.88, 22.84, 9.83)
C (10.83, 23.11, 12.20)
C (18.20, 8.15, 12.83)
N (15.62, 18.52, 11.33)
H (12.82, 22.28, 6.71)
C (16.46, 9.77, 13.30)
H (6.10, 23.78, 10.58)
H (18.30, 6.52, 14.29)
C (10.18, 22.43, 9.40)
O (8.19, 20.47, 8.01)
H (16.30, 18.93, 15.30)
C (16.10, 20.65, 10.43)
Ti (14.50, 16.71, 10.97)
C (12.01, 20.64, 10.81)
N (14.98, 17.41, 15.94)
H (9.48, 23.80, 6.06)
C (10.86, 19.99, 14.20)
H (17.37, 23.22, 10.35)
C (8.94, 21.33, 7.61)
C (15.03, 23.22, 12.78)
H (10.69, 22.47, 5.98)
H (9.52, 22.67, 4.71)
H (17.73, 17.00, 11.69)
C (17.05, 13.30, 10.97)
C (9.03, 23.39, 9.56)
N (15.73, 18.50, 6.59)
C (16.01, 19.07, 7.73)
C (12.36, 18.37, 9.66)
H (14.43, 15.66, 7.99)
H (14.06, 21.25, 7.26)
C (18.58, 15.08, 11.59)
N (17.63, 10.95, 10.95)
H (19.04, 7.65, 12.33)
H (15.26, 9.45, 14.93)
H (10.91, 21.01, 14.65)
C (10.20, 21.58, 8.38)
C (14.28, 12.53, 10.63)
C (12.10, 20.20, 12.26)
H (16.46, 20.05, 7.64)
H (11.73, 16.27, 12.12)
H (11.67, 19.38, 14.52)
C (11.47, 16.93, 11.28)
C (18.35, 13.75, 11.36)
As (11.67, 20.38, 7.85)
C (16.08, 9.08, 14.38)
H (13.29, 12.51, 10.24)
C (15.94, 22.70, 11.87)
C (6.62, 23.58, 9.64)
C (15.17, 17.29, 6.70)
C (15.66, 19.00, 12.57)
C (14.95, 24.58, 12.90)
C (16.68, 23.58, 11.05)
H (15.83, 10.56, 13.01)
H (11.46, 22.81, 13.03)
N (14.49, 16.98, 13.28)
C (16.72, 7.93, 14.80)
H (19.09, 12.99, 11.33)
O (12.53, 17.74, 8.64)
C (17.79, 7.47, 13.98)
Br (16.39, 7.04, 16.35)
C (13.86, 16.27, 14.18)
C (17.52, 15.97, 11.54)
As (11.74, 22.63, 10.58)
O (13.85, 14.96, 10.73)
H (16.94, 25.66, 10.66)
H (14.39, 22.58, 13.45)
O (9.25, 24.58, 9.51)
N (15.64, 25.42, 12.16)
H (6.07, 22.95, 8.94)
N (15.14, 17.33, 9.04)
C (15.29, 18.03, 13.65)
H (6.74, 24.53, 9.21)
C (15.82, 20.36, 12.83)
C (15.29, 11.58, 10.46)
O (8.62, 22.01, 6.52)
N (18.01, 9.89, 11.31)
C (17.52, 9.37, 12.49)
O (12.57, 17.83, 10.89)
C (16.43, 24.92, 11.22)
C (16.01, 14.28, 11.06)
C (16.69, 11.92, 10.82)
H (15.63, 20.75, 13.89)
H (10.69, 24.18, 12.17)
H (13.16, 15.49, 13.98)
O (10.91, 20.17, 12.80)

Summary:
Spin multiplicity = 1
HOMO level (spin up / spin down) = -14.472 / -14.506 eV
Energy above the lowest of the compared OMol25 structures with the same formula, charge and spin = 95.95 kJ/mol
Net charge = +3
Total energy = -296016.4104 eV
Lowest unoccupied orbital energy (spin up / spin down) = -10.0 / -9.9 eV


4.
Below is a structure of composition C47H39AsClIN3OPTi, with properties calculated with ωB97M-V/def2-TZVPD.

Cartesian coordinates (Å):
C (-3.32, 6.94, 3.75)
C (-1.13, 4.93, 5.16)
H (3.63, -1.02, 4.47)
C (3.51, 3.01, 1.93)
C (-0.22, -0.54, -2.84)
C (-3.91, -1.71, 1.27)
C (1.41, 2.70, 0.80)
H (-0.04, 1.00, 3.64)
C (-0.31, -1.44, -5.08)
C (-3.13, 8.22, 3.26)
H (0.96, -4.97, -3.34)
H (1.56, 2.02, -1.25)
C (0.84, 1.42, 5.55)
N (0.46, -1.89, -1.05)
C (2.90, 0.27, 6.02)
P (-0.39, 2.48, 0.77)
H (-3.10, 3.09, 1.44)
H (5.28, 2.54, 0.81)
C (-2.53, 3.33, 6.27)
C (3.49, 2.22, -0.34)
H (-4.94, -2.02, 1.26)
Ti (-0.17, -0.03, -0.06)
H (1.94, 1.62, 7.38)
C (0.11, -2.67, -4.64)
C (-1.08, 3.27, 2.26)
C (0.39, -2.89, -3.27)
H (-2.59, 5.80, -3.26)
H (0.07, 4.21, 8.25)
C (2.85, -0.34, 4.77)
C (-3.23, -1.08, 0.22)
H (-0.89, 4.34, 2.16)
H (-2.72, 2.25, -0.88)
C (-1.01, 3.52, -0.58)
H (2.47, -0.03, 1.87)
C (0.86, -3.05, -0.56)
C (-0.28, 4.96, 6.26)
H (-2.69, 9.42, 1.53)
H (-2.47, 7.47, 0.03)
H (-0.41, 6.39, -2.26)
C (-2.99, -1.84, 2.31)
C (-2.71, 7.33, 1.07)
C (2.11, 2.27, -0.34)
C (-0.52, -1.22, 2.45)
C (1.90, 1.15, 6.41)
H (-3.16, -2.28, 3.28)
H (-3.61, -0.81, -0.76)
C (-0.92, 5.49, -1.94)
C (-1.79, -1.29, 1.85)
N (0.51, -0.70, 1.82)
H (1.03, -3.08, 0.51)
H (1.61, 3.39, 2.83)
C (1.05, -4.18, -1.36)
O (-0.35, 0.41, -1.90)
H (-0.51, -1.29, -6.13)
C (2.13, 3.06, 1.94)
H (-3.75, 3.73, -2.56)
H (-3.56, 6.80, 4.79)
C (-2.83, 8.42, 1.92)
C (-1.69, 3.36, 7.38)
C (0.82, -4.11, -2.71)
H (0.05, 2.09, 5.84)
H (-0.92, 5.58, 4.32)
H (0.59, 4.96, -0.52)
As (-3.56, 4.08, 3.68)
H (-3.42, 2.72, 6.28)
C (-2.22, 3.17, -1.16)
C (-2.80, 4.00, -2.11)
Cl (0.29, -3.96, -5.77)
H (-0.42, -1.58, 3.47)
C (-0.47, -0.37, -4.17)
C (1.80, -0.06, 3.89)
C (1.81, -0.65, 2.49)
H (2.27, -1.64, 2.51)
C (-2.89, 6.04, 1.57)
H (-3.24, 9.07, 3.92)
H (-0.55, 2.93, 3.14)
C (0.80, 0.81, 4.30)
C (0.22, -1.81, -2.39)
C (-2.26, 4.12, 5.15)
H (-2.73, 1.92, 2.68)
C (-0.36, 4.68, -0.97)
I (-1.09, 1.49, -4.86)
H (4.02, 1.91, -1.23)
C (4.20, 2.58, 0.80)
H (1.38, -5.10, -0.90)
C (-2.15, 5.16, -2.51)
H (4.06, 3.29, 2.82)
C (-0.57, 4.18, 7.38)
H (0.58, 5.61, 6.27)
H (-1.93, 2.76, 8.24)
H (-2.80, 5.21, 0.88)
H (3.71, 0.04, 6.69)
C (-2.57, 2.96, 2.39)
C (-3.19, 5.83, 2.91)
N (-1.96, -0.82, 0.55)

Summary:
Spin multiplicity = 2
HOMO level (spin up / spin down) = -10.435 / -10.437 eV
Energy above the lowest of the compared OMol25 structures with the same formula, charge and spin = 11.12 kJ/mol
<S²> = 0.7540
Net charge = +1
Total energy = -169753.7546 eV
Lowest unoccupied orbital energy (spin up / spin down) = -3.1 / -3.1 eV


We obtain molar mass values of 1376.1, 710.8, 1151.5, 978.0 g/mol for the records listed above, in that order.
We obtain F_max values of 0.66, 0.38, 6.95, 0.62 eV Å⁻¹ for the records listed above, in that order.